Record 1
Entry from the OMol25 dataset: a cluster of 15 separate species, C6H39NO14 in total (ωB97M-V/def2-TZVPD).

- E_LUMO (eV) = 0.10
- energy relative to the best compared isomer or geometry (same formula, charge and spin) (kcal/mol) = 60.7
- orbital gap (eV) = 8.91

```
! RIJCOSX wB97M-V def2-TZVPD def2/J DEFGRID3
* xyz 0 1
C 1.425 1.255 -2.352
N 1.116 0.813 -0.964
C -0.177 0.104 -0.904
C -1.471 -1.669 3.007
C -2.072 -0.672 2.368
C -1.766 -0.293 0.991
C -0.510 -0.259 0.525
H 1.351 0.409 -3.007
H 2.430 1.695 -2.336
H 0.704 2.007 -2.765
H 1.068 1.635 -0.320
H -0.083 -0.903 -1.569
H -1.021 0.701 -1.346
H -0.706 -2.287 2.644
H -1.696 -1.960 4.028
H -2.886 -0.093 2.824
H -2.616 -0.024 0.400
H 0.344 -0.562 1.166
H 2.428 -1.110 2.160
H 1.303 -2.211 2.075
O 1.777 -1.601 2.698
H -3.182 -0.388 -1.469
H -2.385 -0.951 -2.694
O -2.984 -1.224 -1.947
H 1.389 -2.713 -0.030
H -0.061 -2.968 0.201
O 0.779 -3.004 0.638
H -0.237 -3.051 -2.421
H 1.155 -2.357 -2.521
O 0.383 -2.655 -3.051
H -0.629 3.036 -0.138
H -1.821 2.363 0.319
O -1.490 2.750 -0.471
H 0.936 -0.363 3.466
H -0.319 0.687 3.323
O 0.597 0.579 3.693
H -1.980 -2.459 -1.291
H -1.869 -3.900 -0.935
O -1.332 -3.127 -1.028
H 1.598 1.544 3.027
H 2.794 2.495 3.147
O 2.291 2.093 2.502
H 3.026 0.810 1.667
H 2.626 0.094 0.386
O 3.223 -0.009 1.086
H 1.252 4.213 0.492
H 1.333 3.039 1.430
O 0.726 3.490 0.843
H -0.484 -1.204 -3.516
H -1.306 -0.604 -4.666
O -1.097 -0.533 -3.737
H 3.221 -2.187 -1.395
H 2.246 -1.018 -1.066
O 2.301 -1.940 -1.310
H -0.901 2.755 2.060
H -2.364 2.816 2.557
O -1.719 2.256 2.173
H -1.634 2.632 -2.201
H -1.429 1.537 -3.307
O -1.590 2.490 -3.141
*
```

---

Record 2
Entry from the OMol25 dataset: a structure of composition C6H3CsO5 (ωB97M-V/def2-TZVPD).

- E_LUMO (eV) = -8.32
- orbital gap (eV) = 7.45

```
! RIJCOSX wB97M-V def2-TZVPD def2/J DEFGRID3
* xyz 2 1
C 0.001 0.888 1.483
C 0.787 -0.314 1.002
O 3.325 -0.183 1.063
C 2.211 -0.248 1.041
O -1.005 1.152 0.842
H 0.347 1.438 2.371
Cs -3.828 4.872 1.131
H 0.426 -1.440 1.403
O -1.092 -0.682 -1.975
C 0.183 -0.830 -2.431
C -1.097 -0.808 -0.621
O 0.522 -0.742 -3.564
O 0.998 -0.928 -1.360
C 0.217 -0.956 -0.221
H -1.995 -1.218 -0.165
*
```

---

Record 3
Entry from the OMol25 dataset: a structure of composition C6H3MgNO4 (ωB97M-V/def2-TZVPD).

- E_LUMO (eV) = -8.85
- energy relative to the best compared isomer or geometry (same formula, charge and spin) (kcal/mol) = 0.0
- orbital gap (eV) = 12.33

```
! RIJCOSX wB97M-V def2-TZVPD def2/J DEFGRID3
* xyz 2 1
O 1.652 2.483 1.164
C 1.529 1.680 0.369
Mg 0.529 0.082 -0.916
O 3.023 -1.956 0.718
C 2.329 -1.272 0.121
C 1.738 1.179 -2.567
O 2.159 1.817 -3.429
C 0.560 -1.584 -2.337
O 0.367 -2.456 -3.074
C -2.702 0.018 1.968
C -1.573 0.016 1.138
N -0.733 -0.057 0.367
H -3.158 1.005 1.895
H -2.347 -0.193 2.975
H -3.376 -0.763 1.607
*
```

---

Record 4
Entry from the OMol25 dataset: the molecule C6H3N7 (ωB97M-V/def2-TZVPD).

- E_LUMO (eV) = -0.98
- energy relative to the best compared isomer or geometry (same formula, charge and spin) (kcal/mol) = 31.3
- orbital gap (eV) = 8.17

```
! RIJCOSX wB97M-V def2-TZVPD def2/J DEFGRID3
* xyz 0 1
N -0.677 -0.545 2.311
N -0.615 1.226 -1.372
N 2.874 0.965 0.662
N -1.647 0.041 0.355
N 1.597 -0.150 2.366
N 1.621 1.569 -1.118
C 0.438 -0.636 2.924
C -1.654 0.574 -0.907
C 2.785 1.476 -0.541
C -0.572 0.082 1.112
C 1.631 0.624 1.278
C 0.556 1.175 -0.580
N 0.472 0.836 0.694
H 0.545 -1.142 3.883
H -2.550 0.447 -1.494
H 3.664 1.924 -1.106
*
```

---

Record 5
Entry from the OMol25 dataset: the molecule C6H3NS (ωB97M-V/def2-TZVPD).

- E_LUMO (eV) = -2.14
- energy relative to the best compared isomer or geometry (same formula, charge and spin) (kcal/mol) = 34.2
- orbital gap (eV) = 7.23

```
! RIJCOSX wB97M-V def2-TZVPD def2/J DEFGRID3
* xyz 0 1
C -1.164 -0.861 -0.153
C -1.466 1.297 0.016
C -0.058 1.137 0.027
C 0.107 -0.152 0.056
C 1.441 -0.765 -0.067
C 2.553 -1.227 -0.045
H -2.016 2.193 0.203
H 0.658 2.002 0.456
H 3.527 -1.427 -0.296
N -2.018 0.139 -0.261
S -1.563 -2.337 0.063
*
```

---

Record 6
Entry from the OMol25 dataset: the molecule C6H3NS (ωB97M-V/def2-TZVPD).

- E_LUMO (eV) = -1.90
- energy relative to the best compared isomer or geometry (same formula, charge and spin) (kcal/mol) = 13.3
- orbital gap (eV) = 7.30

```
! RIJCOSX wB97M-V def2-TZVPD def2/J DEFGRID3
* xyz 0 1
C 0.695 -0.249 -0.037
C 1.134 1.862 0.094
C -0.341 1.818 -0.084
C -0.719 0.519 -0.098
C -1.948 -0.059 -0.021
C -3.058 -0.555 0.064
H 1.784 2.649 0.158
H -1.071 2.663 0.096
H -4.081 -0.867 0.111
N 1.733 0.728 -0.001
S 1.042 -1.847 0.008
*
```

---

Record 7
Entry from the OMol25 dataset: the molecule C6H4 (ωB97M-V/def2-TZVPD).

- E_LUMO (eV) = 0.25
- energy relative to the best compared isomer or geometry (same formula, charge and spin) (kcal/mol) = 75.5
- orbital gap (eV) = 8.01

```
! RIJCOSX wB97M-V def2-TZVPD def2/J DEFGRID3
* xyz 0 1
C 1.786 0.200 -0.031
C -0.762 1.263 0.017
C 0.594 0.965 0.083
C 0.752 -0.569 0.149
C -0.759 -1.023 0.003
C -1.588 0.197 -0.008
H 2.874 0.175 -0.256
H -1.085 2.250 0.074
H -0.679 -1.705 -0.895
H -1.133 -1.754 0.865
*
```

---

Record 8
Entry from the OMol25 dataset: the molecule C6H4 (ωB97M-V/def2-TZVPD).

- E_LUMO (eV) = 0.34
- energy relative to the best compared isomer or geometry (same formula, charge and spin) (kcal/mol) = 10.3
- orbital gap (eV) = 9.43

```
! RIJCOSX wB97M-V def2-TZVPD def2/J DEFGRID3
* xyz 0 1
C -0.591 -1.321 0.692
C -0.092 -0.129 0.303
C -0.959 0.909 -0.199
C -1.739 1.500 -0.919
H -1.648 -1.426 0.935
H 0.061 -2.188 0.798
H -2.453 1.978 -1.568
C 1.327 0.081 0.145
C 2.515 0.249 -0.028
H 3.578 0.346 -0.159
*
```

---

Q: The lowest orbital gap belongs to which entry?
A: number 5